Run P
17
Properties=species:S:1:pos:R:3 method="wB97M-V/def2-TZVPD" orbital_gap_ha=0.33457 lumo_ev=-3.49 homo_energy_ha=-0.46271 total_charge=+1
C 0.5695 -0.9362 0.4270
C -0.6375 -0.8054 -0.1877
N -1.2907 0.3800 -0.3178
N 1.4196 -1.9989 0.6372
H 0.7976 -0.1016 1.1391
H -1.0475 -1.6429 -0.8038
H -1.1318 0.7660 -1.2998
H -0.9955 1.0505 0.3900
H -2.3588 0.2043 -0.4320
H 1.2010 -3.0686 0.3929
H 2.3857 -1.8512 1.1065
H -5.1275 4.4379 -1.5631
H -3.6253 4.6114 -1.9255
O -4.2636 4.1437 -1.3662
H 4.2307 -1.2422 0.1724
H 5.2312 -1.5466 1.4225
O 4.2568 -1.6232 1.0823

---

Run Q
17
Properties=species:S:1:pos:R:3 method="wB97M-V/def2-TZVPD" orbital_gap_ha=0.34992 lumo_ev=-3.38 homo_energy_ha=-0.47416 total_charge=+1
C -0.0375 -0.2246 -0.4448
C -0.3782 -1.0488 0.6047
N -1.4780 -2.1427 0.6014
N 0.6979 0.9132 -0.3621
H -0.5989 -0.4737 -1.4029
H -0.3892 -0.6214 1.5496
H -2.2407 -2.1254 1.2291
H -1.7826 -1.9617 -0.3495
H -1.0667 -3.0586 0.5760
H 1.5422 0.8111 0.2281
H 0.4846 1.4989 -1.1770
H 1.2558 1.1359 4.0616
H 1.5706 0.2907 2.7551
O 1.2761 1.1162 3.0905
H -0.8299 1.1692 -3.9438
H 0.6457 1.5770 -3.8610
O -0.1056 1.1344 -3.3781

---

Run R
17
Properties=species:S:1:pos:R:3 method="wB97M-V/def2-TZVPD" orbital_gap_ha=0.35853 lumo_ev=-4.77 homo_energy_ha=-0.53388 total_charge=+1
C -0.9198 -1.9777 1.2907
N -0.0525 0.9827 -0.4000
C -0.5310 -0.2275 -0.3058
N -1.0891 -0.5867 0.8724
H -1.5869 -2.7055 0.8185
H -0.9628 -2.0668 2.3677
H 0.0873 -2.2853 1.0209
H -0.1836 1.6132 0.3873
H 0.0292 1.5512 -1.2409
H -0.6955 -0.9376 -1.1126
H -1.8524 0.0300 1.1314
H 3.5808 -0.1935 2.2514
H 3.8982 0.9607 1.2462
O 3.2501 0.6239 1.8946
H -1.7244 1.5411 -3.6085
H -0.2643 1.5458 -3.1868
O -0.9832 2.1320 -3.4264

---

On energetic grounds, run R is preferred over the next structure by 18.0 kcal/mol.

---

Run P
8
Properties=species:S:1:pos:R:3 method="wB97M-V/def2-TZVPD" orbital_gap_ha=0.22431 lumo_ev=3.27 homo_energy_ha=-0.10413 total_charge=-1
C 0.2515 0.2431 1.5316
N 0.2768 -0.6690 -1.4517
O 1.2486 -0.3570 1.2975
S -0.5445 1.0071 2.7078
S -1.0535 1.9741 -1.1750
S -1.1664 0.0760 -0.6600
H 0.9697 -0.5503 -0.8018
H 0.0177 -1.7240 -1.4484

---

Run Q
8
Properties=species:S:1:pos:R:3 method="wB97M-V/def2-TZVPD" orbital_gap_ha=0.24403 lumo_ev=2.86 homo_energy_ha=-0.13877 total_charge=-1
C 0.0073 0.6254 -0.3086
N 0.1490 -0.5688 0.0537
O -0.8091 -1.3898 0.3763
S 1.8476 -1.1473 0.4903
S 0.9877 1.9341 -0.5471
S -2.2650 0.8522 -0.9081
H 2.1122 -0.0094 0.9963
H -2.0297 -0.2963 -0.1528

---

On energetic grounds, run P is preferred over the next structure by 78.1 kcal/mol.

---

Run P
6
Properties=species:S:1:pos:R:3 method="wB97M-V/def2-TZVPD" orbital_gap_ha=0.31524 lumo_ev=-0.88 homo_energy_ha=-0.34762
O 0.8315 0.0427 -1.5921
P 2.1903 0.2388 -1.1613
S -1.0990 0.0122 0.7656
H -2.0115 -0.4434 -0.0969
H 1.7998 0.8013 0.1814
H -1.7109 -0.6516 1.9032

---

Run Q
6
Properties=species:S:1:pos:R:3 method="wB97M-V/def2-TZVPD" orbital_gap_ha=0.32544 lumo_ev=-0.87 homo_energy_ha=-0.35727
O -2.5999 0.4097 -0.2734
P -3.0063 -0.0226 1.0065
S 2.7661 -0.0309 -0.2482
H 2.9537 -0.2051 -1.4529
H -2.0645 -1.0792 1.3771
H 1.9509 0.9281 -0.4091

---

On energetic grounds, run P is preferred over the next structure by 2.5 kcal/mol.